# 1
{"formula": "C14H48N10O10", "method": "ωB97M-V with the def2-TZVPD basis set", "species": ["C", "C", "O", "H", "H", "H", "H", "H", "H", "C", "C", "O", "H", "H", "H", "H", "H", "H", "C", "C", "O", "H", "H", "H", "H", "H", "H", "C", "C", "O", "H", "H", "H", "H", "H", "H", "C", "O", "N", "N", "H", "H", "H", "H", "C", "O", "N", "N", "H", "H", "H", "H", "C", "O", "N", "N", "H", "H", "H", "H", "C", "O", "N", "N", "H", "H", "H", "H", "C", "O", "N", "N", "H", "H", "H", "H", "C", "O", "H", "H", "H", "H"], "coordinates": [[1.2587, -3.8594, 0.4436], [0.4057, -4.3624, -0.6914], [0.4607, -5.7194, -0.5664], [2.2217, -4.3534, 0.3146], [0.8827, -4.1634, 1.4296], [1.3907, -2.7514, 0.3826], [0.8247, -3.9934, -1.6364], [-0.6053, -4.0364, -0.5464], [0.1237, -5.9684, -1.4424], [2.0097, 4.8726, 1.5676], [2.3157, 3.4106, 1.4556], [1.6907, 2.7886, 2.6056], [2.3687, 5.4606, 0.7066], [2.4907, 5.3766, 2.3886], [0.8657, 5.0386, 1.5926], [3.3997, 3.3046, 1.4146], [1.8617, 3.0226, 0.5676], [1.7727, 1.8286, 2.4366], [-3.0873, 2.1556, 1.5716], [-1.7613, 2.9896, 1.6656], [-0.9493, 2.3326, 2.5836], [-2.9853, 1.2196, 1.0406], [-3.9113, 2.6576, 1.0276], [-3.4253, 1.9066, 2.5986], [-1.9413, 4.0706, 1.9836], [-1.2293, 3.1396, 0.7376], [-0.1073, 2.8196, 2.7166], [-1.1393, -1.9694, -3.6044], [0.2077, -1.3124, -3.7394], [0.8247, -1.5594, -2.4824], [-1.7313, -1.7644, -4.4734], [-1.6443, -1.7024, -2.7074], [-1.0673, -3.1054, -3.6004], [0.0597, -0.2724, -4.0144], [0.7747, -1.6224, -4.6384], [1.3037, -2.4104, -2.5724], [3.3467, 1.0306, -1.7394], [2.9927, 0.4186, -0.5564], [2.5477, 0.8526, -2.7794], [4.5657, 1.5086, -1.8554], [1.9437, 0.0136, -2.6074], [2.8467, 1.0566, -3.7014], [5.1177, 1.7466, -0.9844], [4.9827, 1.7976, -2.7564], [-0.3103, 3.3146, -2.2994], [-1.6383, 3.4846, -2.1024], [0.1217, 2.3346, -3.0034], [0.6387, 4.1366, -1.7804], [-0.6673, 1.7596, -3.3904], [1.0827, 1.9636, -3.0344], [0.2727, 4.8116, -1.1774], [1.6507, 4.1596, -1.9684], [-3.5393, -3.2694, -1.2144], [-2.5793, -4.0354, -1.8044], [-3.2443, -2.5904, -0.0994], [-4.7903, -3.3084, -1.5834], [-2.3153, -2.6174, 0.2886], [-3.9033, -2.1444, 0.4436], [-5.0623, -3.8524, -2.4544], [-5.5313, -2.8984, -1.0964], [2.1367, -0.3144, 3.3306], [3.2307, -0.1144, 4.1636], [2.1407, 0.1366, 2.0946], [0.9157, -0.6034, 3.6876], [3.0297, 0.3786, 1.6166], [1.3497, 0.1046, 1.4616], [0.8087, -0.6934, 4.6896], [0.0597, -0.5534, 3.1416], [-1.8733, -2.0564, 2.8056], [-1.6573, -3.2034, 2.1066], [-1.6293, -0.8274, 2.4576], [-2.3753, -2.0794, 3.9766], [-1.3653, -0.6974, 1.4456], [-1.7193, 0.0056, 2.9976], [-2.0973, -2.9104, 4.4906], [-2.5353, -1.1794, 4.4476], [-0.1493, 0.5736, -0.2634], [-0.1593, -0.7984, -0.0354], [-0.0533, 1.1066, 0.7406], [-0.9843, 0.9546, -0.7934], [0.6667, 0.8126, -0.9194], [-0.1993, -1.1844, -0.8984]], "forces_ev_per_a": [[0.7, 1.1, 0.0], [0.6, 2.0, 2.0], [-0.3, -2.2, -1.9], [0.3, 0.2, 0.1], [-0.2, 0.3, -0.4], [-0.1, -0.8, 0.3], [-0.1, -0.2, -0.2], [-0.6, 0.5, -0.5], [-0.1, -1.0, 0.6], [-1.8, 1.3, -1.0], [-0.6, 0.6, 1.3], [0.8, 0.5, -0.9], [-0.1, -0.4, -0.1], [-0.1, -0.2, 0.7], [1.7, -0.2, 0.2], [0.1, -0.5, 0.2], [-0.1, -0.4, -0.8], [0.1, 0.1, 0.4], [0.1, 1.0, 0.0], [-1.5, 1.1, 0.2], [0.5, -0.5, 0.9], [0.5, -0.3, -0.1], [0.5, 0.1, 0.4], [0.1, 0.3, -0.5], [-0.3, -1.2, 0.0], [-0.1, -0.4, -0.8], [-0.1, -0.4, -0.1], [0.4, -2.2, -1.6], [-1.2, -0.7, -0.7], [1.8, 0.3, -0.7], [-0.7, 0.4, -0.5], [-0.4, 0.4, 0.7], [0.1, 1.4, 0.3], [0.2, 0.7, 1.0], [0.1, -0.7, 0.7], [-0.4, 0.7, 0.4], [-0.8, -4.8, 7.0], [1.4, 3.5, -5.2], [-1.6, -1.0, -0.2], [2.7, 2.2, 0.2], [0.4, 0.7, -0.4], [0.4, 0.0, -0.8], [-1.2, -0.7, -1.6], [-0.6, -0.2, 1.0], [-5.6, 2.7, 2.2], [5.9, -0.4, -0.5], [-0.4, -3.9, -3.2], [0.6, -0.2, -0.2], [1.4, 0.8, 0.6], [-0.9, 0.5, 0.3], [-0.3, 1.2, 0.9], [-1.2, -0.4, 0.0], [6.0, -4.1, -0.8], [-4.3, 3.6, 1.9], [1.5, -0.1, -1.4], [-2.1, -1.7, -3.8], [0.2, -0.5, 0.1], [-1.7, 0.9, 1.1], [0.9, 1.0, 1.9], [-0.8, 0.7, 0.8], [5.6, 2.8, 3.9], [-5.5, -1.8, -4.0], [2.4, 1.1, -3.6], [-1.6, -1.4, 3.4], [-0.9, -0.6, 0.6], [0.3, -0.7, 0.3], [-0.1, -0.2, -0.2], [0.9, -0.1, -0.2], [1.5, -5.8, -4.6], [-0.6, 5.6, 2.8], [1.4, 2.2, -5.5], [-1.7, -1.1, 5.3], [-0.2, -0.1, 1.3], [-0.4, 0.3, 0.4], [-0.7, 0.3, 0.3], [0.2, -1.2, 0.0], [0.9, 1.4, 1.2], [-0.7, -0.2, 1.2], [-0.2, -0.5, -1.4], [-1.5, 0.3, -0.2], [0.8, 0.4, 0.2], [0.2, -1.0, -0.8]], "mulliken_charge": [-0.9074, 0.3002, -0.6105, 0.4303, 0.2248, -0.0299, 0.0513, 0.1570, 0.3786, -1.4331, 0.8601, -0.7048, 0.3750, 0.3906, 0.2044, 0.3240, -0.4101, 0.3917, -1.1317, 0.2822, -0.4487, 0.0905, 0.3953, 0.3027, 0.3337, -0.1109, 0.3217, -0.9738, -0.1133, -0.7496, 0.5391, 0.0415, 0.2966, 0.1633, 0.3268, 0.1650, 0.4552, -0.6475, -0.4336, -0.4379, 0.1315, 0.2965, 0.2976, 0.1949, 0.4864, -0.7223, -0.1879, -0.2959, 0.1982, 0.2392, 0.2245, 0.1808, 0.6445, -0.6667, 0.0996, -0.4001, -0.4801, 0.1968, 0.2931, 0.1446, 0.3353, -0.7682, -0.0988, -0.0492, 0.1043, 0.0022, 0.2674, 0.3683, 0.4297, -0.6847, -0.3053, -0.3672, -0.3213, 0.3162, 0.3054, 0.2013, -0.1186, 1.5398, -0.2874, 0.8662, -0.4269, -0.8424], "de_lowest_ev": 7.2874, "lumo_energy_ev": -0.32, "homo_lumo_gap_ev": 8.41, "homo_ev": -8.73, "smiles": "NC(N)=O.NC(N)=O.NC(N)=O.NC(N)=O.NC(N)=O.CCO.CCO.CCO.CCO.CO"}

# 2
{"formula": "C28H59F2IN6O6PS2", "method": "ωB97M-V with the def2-TZVPD basis set", "species": ["C", "C", "F", "C", "P", "O", "I", "C", "C", "N", "C", "N", "C", "C", "F", "N", "C", "C", "C", "S", "C", "S", "N", "C", "C", "O", "C", "C", "H", "H", "H", "H", "H", "H", "H", "H", "H", "H", "H", "H", "H", "H", "H", "H", "H", "H", "H", "H", "H", "H", "H", "H", "H", "H", "H", "H", "H", "C", "O", "C", "C", "N", "C", "C", "O", "C", "H", "H", "H", "H", "H", "H", "H", "H", "H", "H", "H", "H", "H", "H", "H", "C", "O", "C", "C", "N", "C", "C", "O", "C", "H", "H", "H", "H", "H", "H", "H", "H", "H", "H", "H", "H", "H", "H", "H"], "coordinates": [[-2.6749, 3.9001, 2.6682], [-2.0412, 2.5736, 3.0973], [-1.7334, 2.7294, 4.4466], [-0.7852, 2.1745, 2.3153], [0.6800, 2.9329, 3.3202], [0.2103, 4.4947, 3.3925], [2.6109, 2.9434, 1.7847], [-0.7445, 2.8180, 0.8916], [-0.1789, 1.8441, -0.1546], [-0.9674, 0.5933, 0.0832], [-0.2874, 0.1056, 1.2090], [0.5358, -0.8652, 0.9512], [1.4689, -1.4247, 1.9361], [2.6453, -2.1234, 1.2736], [3.7954, -1.7009, 1.9131], [-0.4395, 0.7401, 2.3625], [-0.7231, 0.0111, 3.6003], [-2.1150, -0.6594, 3.7098], [-2.5588, -0.5759, 5.1571], [-1.6407, -1.8406, 6.0979], [-1.4184, -0.9990, 7.6597], [-2.7064, -0.2682, 8.3293], [-0.1882, -0.9947, 8.3130], [0.5088, 0.2892, 8.2756], [1.1579, 0.6110, 6.9130], [1.1704, -0.4757, 6.0157], [1.5586, -1.6859, 6.6205], [0.7283, -2.0494, 7.8798], [-1.9420, 4.6623, 2.4598], [-3.3545, 4.1696, 3.4645], [-3.2759, 3.7132, 1.7870], [-2.8309, 1.8393, 2.9916], [0.8684, 4.9764, 3.9216], [-1.7449, 3.0012, 0.5218], [-0.2145, 3.7620, 0.9093], [-0.3605, 2.2694, -1.1331], [0.8693, 1.6556, 0.0212], [-1.9123, 0.8538, 0.3456], [0.5650, -1.2518, 0.0180], [1.8128, -0.6758, 2.6377], [0.9238, -2.1697, 2.5081], [2.7116, -1.8883, 0.2124], [2.6011, -3.1985, 1.3961], [-0.6038, 0.6944, 4.4260], [-0.0047, -0.7480, 3.8457], [-1.9795, -1.7178, 3.5031], [-2.8620, -0.2780, 3.0236], [-3.6222, -0.7165, 5.2864], [-2.3124, 0.3749, 5.6153], [-0.1386, 1.0836, 8.6168], [1.3099, 0.2187, 9.0069], [2.1503, 1.0360, 7.0604], [0.5608, 1.3854, 6.4387], [2.6154, -1.6713, 6.8805], [1.4310, -2.4797, 5.8952], [1.4353, -2.1881, 8.6912], [0.1898, -2.9846, 7.7944], [6.3885, -2.9761, -5.5691], [5.9443, -1.6532, -5.3232], [4.9755, -1.1749, -6.2481], [3.6104, -1.0519, -5.6020], [3.0388, -2.3608, -5.3050], [1.8654, -2.3328, -4.4401], [2.0093, -1.7506, -3.0358], [2.8041, -2.5239, -2.1485], [4.2082, -2.3264, -2.2684], [7.2636, -3.1488, -4.9451], [5.6271, -3.7184, -5.3056], [6.6754, -3.1097, -6.6149], [4.9359, -1.8005, -7.1437], [5.2981, -0.1763, -6.5543], [2.9412, -0.5180, -6.2830], [3.7340, -0.4405, -4.6982], [3.7450, -2.9368, -4.8669], [1.5267, -3.3662, -4.3329], [1.0671, -1.7927, -4.9597], [1.0053, -1.7412, -2.5947], [2.3506, -0.7082, -3.0438], [4.4554, -1.2982, -2.5402], [4.6419, -3.0180, -2.9916], [4.6585, -2.5476, -1.2995], [-3.7566, 2.4628, -2.2260], [-2.6132, 2.1945, -3.0136], [-2.0968, 0.8742, -2.8806], [-2.3435, 0.0404, -4.1209], [-3.7550, -0.2803, -4.2742], [-4.1173, -0.8466, -5.5753], [-3.8732, -0.0128, -6.8302], [-4.7020, 1.1265, -6.9510], [-4.2772, 2.2717, -6.2394], [-3.9250, 3.5383, -2.2460], [-4.6494, 1.9688, -2.6192], [-3.6046, 2.1525, -1.1839], [-2.4938, 0.3813, -1.9904], [-1.0158, 0.9786, -2.7510], [-1.7739, -0.8911, -4.0387], [-1.9515, 0.6038, -4.9776], [-4.3012, 0.5584, -4.1310], [-5.1855, -1.0691, -5.5330], [-3.6010, -1.8053, -5.6869], [-4.1251, -0.6461, -7.6838], [-2.8192, 0.2643, -6.9568], [-3.1873, 2.3457, -6.1939], [-4.6950, 2.2879, -5.2279], [-4.6608, 3.1475, -6.7622]], "forces_ev_per_a": [[0.1, -0.9, -0.2], [-0.5, 1.1, -0.6], [0.1, -0.6, 0.4], [1.0, 1.7, -0.2], [0.1, -0.6, 1.2], [0.4, -0.1, -0.4], [0.0, 0.0, -0.2], [0.0, -1.0, -0.2], [-1.1, 0.9, 0.5], [1.3, 0.0, -0.3], [-1.0, 0.0, -1.3], [0.9, -0.5, 1.2], [-0.4, -0.8, -0.2], [0.2, 0.3, 0.1], [0.2, 0.1, -0.1], [-0.5, -0.4, 0.4], [-0.3, -0.2, 0.7], [0.7, -0.2, 0.2], [-0.3, 0.0, 0.5], [0.4, -0.4, 0.0], [-0.9, 0.4, 0.6], [0.0, 0.4, -0.1], [0.2, -0.5, -1.6], [0.8, -0.1, 0.7], [-0.7, 0.4, 0.0], [-0.1, -0.1, 0.0], [-0.1, -0.5, 0.2], [0.5, 0.4, 0.3], [0.0, 0.3, 0.1], [0.0, 0.3, 0.2], [-0.2, 0.2, -0.2], [0.0, -0.5, 0.3], [-0.3, 0.1, -0.1], [-0.3, 0.3, 0.1], [0.1, 0.2, 0.0], [0.1, -0.2, -0.3], [0.2, -0.2, -0.4], [-0.1, 0.0, -0.1], [-0.4, 0.1, -0.1], [0.2, 0.4, -0.1], [-0.2, 0.0, 0.2], [0.1, 0.0, -0.1], [-0.1, -0.2, -0.1], [0.0, 0.5, 0.0], [0.6, -0.1, -0.3], [-0.2, -0.2, -0.5], [-0.1, 0.2, -0.1], [-0.3, -0.2, 0.0], [0.0, 0.2, -0.1], [-0.3, 0.1, -0.1], [0.0, -0.1, 0.3], [0.3, -0.1, 0.0], [0.0, 0.1, -0.3], [0.2, 0.2, 0.1], [-0.1, 0.0, -0.4], [0.0, -0.1, 0.3], [-0.2, -0.1, -0.2], [0.0, 0.1, 0.1], [-0.1, -0.2, -0.1], [0.0, 0.3, 0.0], [0.0, -0.2, 0.1], [0.0, 0.2, 0.2], [0.1, -0.2, -0.2], [-0.3, 0.0, 0.1], [0.0, 0.2, 0.0], [0.0, -0.2, 0.2], [0.0, 0.0, 0.0], [0.0, -0.1, -0.1], [0.0, 0.0, 0.0], [0.0, -0.1, 0.1], [0.0, 0.0, 0.0], [0.0, 0.0, 0.0], [0.0, 0.1, -0.1], [0.0, 0.0, -0.1], [-0.1, 0.0, 0.0], [0.0, 0.1, 0.0], [0.0, 0.0, 0.0], [0.1, 0.0, -0.1], [0.0, 0.0, -0.1], [0.1, 0.1, -0.1], [-0.1, 0.0, 0.0], [0.1, 0.1, -0.2], [-0.1, 0.0, 0.3], [0.3, 0.0, -0.3], [-0.3, 0.1, 0.0], [0.1, 0.1, -0.1], [-0.1, 0.0, 0.2], [0.0, -0.2, -0.2], [0.1, 0.0, 0.1], [-0.2, 0.0, -0.1], [0.0, 0.0, 0.0], [0.0, -0.1, 0.1], [-0.1, 0.0, 0.0], [-0.1, 0.0, 0.0], [0.0, -0.1, 0.0], [0.0, 0.0, 0.0], [0.2, 0.0, 0.0], [0.0, 0.0, 0.0], [0.0, 0.0, 0.0], [0.0, 0.0, 0.0], [0.0, 0.0, 0.0], [0.0, 0.1, 0.1], [0.0, 0.0, 0.1], [0.1, 0.0, 0.1], [0.0, 0.0, 0.0]], "mulliken_charge": [-1.5945, 0.5097, -0.3607, 0.4587, 0.1314, -0.4497, -0.1010, -1.4414, -0.6665, -0.1825, -0.3226, 0.1126, -0.5018, 0.1189, -0.3378, 1.0237, -0.0197, -1.2876, -0.6403, -0.2005, 0.2293, -0.1607, 0.0545, -0.8874, -0.1867, -0.3362, -0.2077, -1.1797, 0.3231, 0.4845, 0.4249, 0.0844, 0.3776, 0.4015, 0.6570, 0.5442, -0.0487, 0.3817, 0.2699, 0.3900, 0.2626, -0.2683, 0.3948, -0.1538, 0.2089, 0.4963, 0.5418, 0.5220, 0.3776, 0.4281, 0.2704, 0.4911, 0.0292, 0.4797, 0.2652, 0.3303, 0.4409, -0.6961, -0.3373, -0.8286, -0.1767, -0.2965, -1.0724, 0.0936, -0.4617, -0.6276, 0.2355, 0.2984, 0.3399, 0.4100, 0.4040, 0.3446, 0.1405, 0.1508, 0.4146, 0.3559, 0.1074, 0.3508, 0.3042, 0.1975, 0.3512, -0.5669, -0.3727, -0.5922, -0.1574, -0.3831, -0.7479, -0.4759, -0.4303, -0.5154, 0.2416, 0.3267, 0.1844, 0.3907, 0.1640, 0.3571, 0.2356, 0.1251, 0.3734, 0.4065, 0.3804, 0.3341, 0.2696, 0.1474, 0.3221], "de_lowest_ev": 0.0000, "lumo_energy_ev": -2.73, "homo_lumo_gap_ev": 7.76, "total_charge": 1, "homo_ev": -10.49}

# 3
{"formula": "CH4N4O2S", "method": "ωB97M-V with the def2-TZVPD basis set", "species": ["C", "N", "N", "N", "N", "O", "O", "S", "H", "H", "H", "H"], "coordinates": [[-1.1822, 2.3516, 0.0569], [0.7824, -1.7998, -0.0800], [0.4774, -0.5887, -0.5268], [-2.3560, 2.3324, -0.0465], [0.9499, 0.4173, 0.1493], [3.3569, -0.4439, 0.9690], [1.6459, -0.2751, 2.7055], [2.4052, 0.4034, 1.6396], [0.5094, -2.5841, -0.6587], [-3.3368, 2.1770, 0.0642], [1.3177, -1.8247, 0.7758], [0.8563, 1.0990, -0.5841]], "forces_ev_per_a": [[-1.8, 0.3, -0.3], [-0.7, 1.9, 0.1], [1.7, -0.5, 1.0], [1.6, -0.2, 0.4], [-1.4, -2.9, -2.6], [0.3, -0.4, -0.4], [0.6, 0.6, -1.3], [-0.2, 0.0, 2.1], [0.0, 0.3, 0.4], [0.0, 0.1, -0.1], [0.2, -0.7, 0.1], [-0.1, 1.6, 0.7]], "mulliken_charge": [-0.1198, -0.1440, -0.1898, -0.1641, -0.0800, -0.4804, -0.5171, 0.6163, 0.2452, 0.2950, 0.2323, 0.3065], "de_lowest_ev": 1.2110, "lumo_energy_ev": 0.15, "homo_lumo_gap_ev": 9.58, "homo_ev": -9.42}

# 4
{"formula": "C8H15ClNOP", "method": "ωB97M-V with the def2-TZVPD basis set", "species": ["C", "C", "C", "P", "C", "C", "O", "Cl", "N", "C", "C", "C", "H", "H", "H", "H", "H", "H", "H", "H", "H", "H", "H", "H", "H", "H", "H"], "coordinates": [[3.2419, -1.1206, 0.8950], [1.9211, -1.2411, 0.8834], [1.1678, -1.4919, -0.4470], [0.6118, 0.0585, -1.3617], [1.7367, 1.4093, -0.6538], [1.4148, 2.7007, -1.4343], [0.7740, 2.6967, -2.4000], [2.0154, 4.2888, -0.8402], [-0.9724, 0.5785, -0.8786], [-1.9899, -0.4846, -0.9142], [-3.0813, -0.2479, 0.1696], [-2.5353, -0.2807, 1.6376], [3.8393, -1.5027, 0.0475], [3.8190, -0.7028, 1.7348], [1.3003, -1.2141, 1.7967], [0.3633, -2.2261, -0.2533], [1.8978, -2.0038, -1.1129], [1.3840, 1.5523, 0.3947], [2.7983, 1.1184, -0.6738], [-0.9803, 1.1048, -0.0059], [-2.5115, -0.3997, -1.8940], [-1.5941, -1.5177, -0.8606], [-3.5736, 0.7346, 0.0212], [-3.8432, -1.0504, 0.0974], [-1.5168, 0.1542, 1.7391], [-3.1925, 0.3830, 2.2382], [-2.4944, -1.2957, 2.0751]], "forces_ev_per_a": [[0.8, -0.1, 0.3], [-1.0, -0.5, -0.7], [1.1, -0.5, 1.9], [0.1, -0.3, -1.6], [-1.4, 0.3, 0.9], [1.1, -0.9, 1.3], [-1.2, 0.3, -1.9], [0.2, -0.4, 0.4], [1.1, -0.4, 0.9], [-1.4, 0.5, -0.4], [0.7, -0.4, 0.6], [-0.1, 0.6, -0.1], [-0.4, 0.8, 0.2], [-0.4, -0.6, -0.2], [0.4, 0.7, -0.5], [0.1, 0.6, -0.4], [-0.6, 0.5, 0.1], [0.8, 0.1, -0.4], [-0.5, 0.2, 0.0], [-0.2, -0.3, -0.1], [0.4, -0.2, 0.4], [0.0, 0.5, 0.2], [0.3, -0.6, -0.2], [0.3, 0.6, -0.2], [-0.5, -0.3, -0.2], [0.4, -0.7, 0.0], [-0.2, 0.5, -0.3]], "mulliken_charge": [-0.8457, -0.1089, -0.6500, -0.0600, -0.6893, 0.3972, -0.3263, -0.2061, -0.2492, -0.4565, -0.6297, -0.8817, 0.2772, 0.2594, 0.3242, 0.3117, 0.4377, 0.3420, 0.4774, 0.3201, 0.2446, 0.2550, 0.3243, 0.3574, 0.1925, 0.2831, 0.2997], "lumo_energy_ev": 0.72, "homo_lumo_gap_ev": 8.77, "homo_ev": -8.05, "smiles": "C=CCP(CC(=O)Cl)NCCC"}